C18H20IO6Pt | wB97M-V/def2-TZVPD

Calculated values
**LUMO level**: -3.77 eV
**Total charge**: +1
**Kohn-Sham gap**: 7.26 eV

Last column: natural (NBO) charge in e.
CARTESIAN COORDINATES (ANGSTROEM)
Pt (-0.524802, -1.033332, 0.027482)  0.614
C (-0.446761, -2.693344, 3.768781)  -0.638
C (0.458000, -1.728128, 3.025589)  0.155
C (1.386416, -0.960571, 3.948345)  -0.628
O (-0.341060, -0.752382, 2.283451)  -0.751
C (1.314176, -2.512790, 1.985054)  0.781
O (1.811039, -3.558622, 2.218377)  -0.468
O (1.501068, -1.913880, 0.736040)  -0.791
H (-1.064369, -2.156432, 4.492000)  0.220
H (0.156297, -3.422360, 4.303948)  0.258
H (-1.089960, -3.233473, 3.066841)  0.233
H (0.813089, -0.358649, 4.654201)  0.229
H (2.045705, -0.301856, 3.383721)  0.217
H (1.991307, -1.664288, 4.517566)  0.247
H (-1.053758, -0.385632, 2.827829)  0.519
I (-0.337601, -0.517348, -2.446973)  0.491
C (-2.322868, 0.109659, -2.585694)  -0.161
C (-2.861864, 0.557476, -3.750326)  -0.232
C (-4.225427, 0.922139, -3.750620)  -0.196
C (-4.972900, 0.798395, -2.616728)  -0.148
C (-4.407339, 0.316834, -1.410881)  -0.071
C (-5.179340, 0.134860, -0.241551)  -0.168
C (-4.603764, -0.374982, 0.879136)  -0.194
C (-3.223721, -0.687124, 0.911652)  -0.271
C (-2.416515, -0.499950, -0.192287)  -0.142
C (-3.029923, -0.018581, -1.382108)  -0.059
H (-2.276992, 0.631680, -4.657192)  0.234
H (-4.673015, 1.286600, -4.664968)  0.235
H (-6.024007, 1.057654, -2.627994)  0.228
H (-6.233281, 0.380596, -0.261857)  0.227
H (-5.202827, -0.549952, 1.763738)  0.227
H (-2.829502, -1.109938, 1.825421)  0.201
C (3.806069, 1.940425, -1.397303)  -0.726
C (3.359693, 1.183055, -0.189330)  0.655
C (3.790138, 1.706140, 1.148455)  -0.728
O (2.745266, 0.138926, -0.285803)  -0.630
C (0.482726, 2.973959, 0.587003)  1.030
O (1.461847, 3.585103, 0.477238)  -0.521
O (-0.510762, 2.391777, 0.706343)  -0.505
H (4.900655, 1.924775, -1.387230)  0.255
H (3.503414, 2.986783, -1.333340)  0.253
H (3.431075, 1.494237, -2.313072)  0.239
H (4.707547, 1.161642, 1.395932)  0.258
H (3.045630, 1.490407, 1.915359)  0.228
H (3.997964, 2.771676, 1.143400)  0.246
H (2.067196, -1.100280, 0.654898)  0.549

Force components x, y, z for each atom (eV/Å):
Pt 0.016 0.264 0.443
C -0.080 -0.086 -0.216
C -0.068 -0.034 -0.383
C 0.175 -0.113 0.061
O 0.104 -0.445 -0.748
C 0.196 0.685 0.132
O -0.138 -0.064 0.128
O -0.790 0.113 -0.114
H 0.034 0.016 -0.022
H 0.010 -0.023 0.012
H 0.040 0.079 0.120
H -0.062 -0.016 -0.036
H 0.011 0.024 -0.005
H 0.065 0.015 0.012
H 0.119 -0.131 -0.099
I 0.175 -0.269 0.221
C 0.011 0.060 -0.100
C 0.081 -0.001 -0.038
C -0.004 0.021 -0.070
C -0.011 -0.012 0.026
C 0.053 0.017 -0.003
C -0.066 0.014 -0.109
C 0.102 -0.067 0.205
C 0.058 0.107 -0.379
C -0.304 -0.121 0.651
C 0.051 -0.005 0.024
H -0.008 -0.004 -0.011
H 0.008 -0.003 -0.001
H 0.006 0.005 0.012
H 0.004 0.007 -0.002
H 0.029 0.015 0.003
H 0.062 -0.039 0.048
C 0.066 0.028 0.033
C 0.256 0.435 0.060
C 0.061 -0.106 0.134
O -0.473 -0.434 0.015
C -0.253 0.278 0.058
O 0.072 -0.146 -0.069
O 0.075 -0.135 -0.007
H -0.027 0.058 -0.128
H 0.005 -0.036 0.060
H 0.031 -0.072 -0.004
H -0.005 0.109 0.104
H 0.032 -0.083 -0.063
H 0.069 0.007 -0.067
H 0.215 0.090 0.116

***

C6H8 | wB97M-V/def2-TZVPD

Calculated values
**Spin multiplicity**: 3
**LUMO level (alpha / beta)**: 1.12 / -2.20 eV
**⟨S²⟩**: 2.026
**Kohn-Sham gap (alpha / beta)**: 5.92 / 7.37 eV

Last column: natural (NBO) charge in e.
CARTESIAN COORDINATES (ANGSTROEM)
C (-0.354641, -1.367599, -0.451461)  -0.145
C (-0.717476, -0.144002, -0.171736)  0.045
C (0.806011, 0.275037, -0.017618)  -0.034
C (1.518355, 1.219281, 0.545760)  -0.395
C (1.131974, -1.249008, -0.267124)  -0.495
C (-1.886098, 0.776243, -0.105790)  -0.654
H (-0.775996, -2.291421, -0.439416)  0.175
H (2.548964, 1.136637, 0.717991)  0.203
H (0.874206, 2.007184, 0.997999)  0.195
H (1.710402, -1.785590, 0.614058)  0.217
H (1.711410, -1.624683, -1.129363)  0.221
H (-1.606112, 1.797705, 0.268209)  0.225
H (-2.718916, 0.370827, 0.497528)  0.220
H (-2.242086, 0.879390, -1.059040)  0.220

Force components x, y, z for each atom (eV/Å):
C 3.755 -8.713 -2.001
C 2.644 12.018 3.091
C -4.687 -4.837 -1.190
C -1.259 3.081 1.439
C 1.014 -0.114 0.593
C 1.074 -0.447 2.452
H -1.894 -2.280 0.034
H 1.186 0.142 0.188
H 1.167 -0.104 -0.289
H -1.657 1.073 -1.226
H -0.188 0.652 -0.067
H -0.130 -1.099 -0.233
H 0.295 0.143 -0.069
H -1.320 0.487 -2.721

***

C24H23ClGaO3PS | wB97M-V/def2-TZVPD

Calculated values
**LUMO level**: 0.28 eV
**Kohn-Sham gap**: 9.19 eV

Last column: natural (NBO) charge in e.
CARTESIAN COORDINATES (ANGSTROEM)
C (-0.987720, -1.602074, 3.212022)  -0.324
C (-0.858320, -2.244174, 1.942722)  -0.404
C (0.537980, -2.462074, 1.718922)  -0.380
H (-1.666320, -2.528074, 1.293622)  0.258
C (1.234480, -1.944674, 2.841222)  -0.332
C (0.293280, -1.441374, 3.781122)  -0.353
H (0.523880, -0.951274, 4.709922)  0.248
H (-1.910920, -1.245174, 3.633822)  0.280
H (0.983280, -2.935974, 0.862122)  0.259
H (2.304680, -1.893674, 2.942722)  0.257
Ga (0.137980, -0.309874, 1.780322)  1.478
Cl (2.059080, 1.061426, 1.930222)  -0.576
P (0.149180, 0.003726, -0.479878)  0.874
C (1.384680, -1.037774, -1.353978)  -0.368
C (1.086280, -1.743074, -2.518578)  -0.201
H (0.086280, -1.720274, -2.926278)  0.228
C (2.069280, -2.480474, -3.163878)  -0.215
H (1.822280, -3.027474, -4.064178)  0.220
C (3.360980, -2.513674, -2.660178)  -0.180
H (4.126380, -3.088274, -3.164778)  0.218
C (3.667480, -1.800274, -1.508978)  -0.227
H (4.675080, -1.811774, -1.115478)  0.221
C (2.687680, -1.068774, -0.857178)  -0.141
H (2.931080, -0.506674, 0.033222)  0.239
C (-1.454120, -0.464074, -1.221178)  -0.380
C (-1.914420, -1.778374, -1.135478)  -0.199
H (-1.280920, -2.547974, -0.716178)  0.214
C (-3.173220, -2.113974, -1.605378)  -0.211
H (-3.513520, -3.139274, -1.544778)  0.220
C (-3.995120, -1.136874, -2.152678)  -0.187
H (-4.980720, -1.397474, -2.515078)  0.220
C (-3.547620, 0.173126, -2.229278)  -0.218
H (-4.184120, 0.940426, -2.648878)  0.222
C (-2.283720, 0.510526, -1.767778)  -0.117
H (-1.943920, 1.533726, -1.825978)  0.222
C (0.473880, 1.670126, -1.174178)  -0.273
C (0.983580, 1.790426, -2.466578)  -0.230
H (1.229880, 0.908426, -3.040178)  0.221
C (1.187180, 3.042026, -3.024578)  -0.204
H (1.586080, 3.123126, -4.026978)  0.216
C (0.889980, 4.185326, -2.295278)  -0.191
H (1.052680, 5.163326, -2.729578)  0.217
C (0.386780, 4.068826, -1.008478)  -0.228
H (0.159080, 4.954726, -0.431278)  0.226
C (0.180380, 2.818026, -0.444878)  -0.126
H (-0.209120, 2.733526, 0.555222)  0.245
C (-0.054120, 1.765826, 4.784822)  -0.829
S (-1.329420, 1.731326, 3.486822)  2.127
O (-2.673220, 1.254226, 4.057822)  -0.913
O (-1.701720, 3.181726, 3.146822)  -0.920
O (-1.211620, 0.983626, 1.933122)  -1.014
H (0.034480, 2.794726, 5.188522)  0.287
H (0.928680, 1.467026, 4.379122)  0.269
H (-0.340020, 1.075626, 5.603722)  0.257

Force components x, y, z for each atom (eV/Å):
C -0.453 -0.881 0.078
C 0.083 -0.256 0.856
C -0.110 -0.367 0.563
H -0.065 0.071 0.086
C 0.262 -0.543 0.145
C -0.015 -0.081 -0.593
H 0.039 -0.038 0.056
H -0.130 0.041 0.044
H 0.079 0.018 -0.117
H 0.057 -0.037 -0.008
Ga 1.042 1.387 0.338
Cl -0.300 -0.219 0.263
P 0.112 0.254 -2.781
C -0.115 -0.006 0.117
C -0.041 -0.001 0.103
H -0.077 0.003 -0.026
C 0.013 -0.004 -0.001
H -0.006 0.003 -0.010
C -0.043 0.054 0.038
H 0.006 -0.002 -0.001
C 0.032 -0.039 -0.022
H 0.012 -0.001 0.012
C -0.059 0.004 0.015
H 0.061 0.034 0.078
C -0.002 0.109 0.217
C 0.027 0.014 -0.124
H 0.049 -0.046 -0.093
C -0.002 -0.012 -0.030
H -0.004 -0.011 0.008
C 0.066 0.038 0.032
H -0.001 0.001 0.005
C -0.055 -0.037 -0.044
H -0.006 0.010 -0.001
C 0.020 -0.065 0.034
H -0.021 0.073 -0.014
C 0.050 -0.111 0.199
C -0.007 -0.058 0.015
H 0.012 -0.046 -0.042
C 0.008 0.012 0.015
H 0.001 -0.008 -0.012
C -0.031 -0.061 0.026
H 0.002 -0.002 0.008
C 0.011 0.055 0.006
H -0.020 -0.005 0.021
C -0.020 -0.081 -0.013
H -0.104 0.035 0.212
C 1.168 -0.745 0.149
S -9.278 4.406 -2.407
O 4.558 -1.067 -0.538
O 3.305 -3.167 0.397
O 1.019 1.393 4.150
H -0.533 -0.512 -0.714
H -0.457 0.161 0.042
H -0.138 0.333 -0.734

***

C17H13N2O6SV | wB97M-V/def2-TZVPD

Calculated values
**Spin multiplicity**: 3
**LUMO level (alpha / beta)**: -1.28 / -1.47 eV
**⟨S²⟩**: 2.021
**Kohn-Sham gap (alpha / beta)**: 7.17 / 7.11 eV

Last column: natural (NBO) charge in e.
CARTESIAN COORDINATES (ANGSTROEM)
V (-0.228633, -0.216262, -0.148253)  1.379
C (1.140059, 1.472695, -2.372397)  -0.252
O (-0.016639, 1.402209, -1.501240)  -0.507
C (-0.417310, 2.572650, -0.862047)  0.279
C (0.016659, 3.835111, -1.210236)  -0.262
C (-0.478655, 4.921886, -0.495576)  -0.177
C (-1.386193, 4.749640, 0.538205)  -0.214
C (-1.817629, 3.475866, 0.879372)  -0.188
C (-1.319219, 2.393093, 0.182674)  0.116
N (-1.671064, 1.028848, 0.437156)  -0.272
N (-2.813705, 0.798239, 0.905070)  -0.071
C (-3.233258, -0.513551, 0.922603)  -0.043
C (-2.691959, -1.513040, 0.092425)  0.387
O (-1.631325, -1.360010, -0.675214)  -0.641
C (-3.360793, -2.770049, 0.009826)  -0.252
C (-4.468788, -3.013992, 0.746805)  -0.108
C (-5.035337, -2.033438, 1.616250)  -0.119
C (-6.190101, -2.310497, 2.375932)  -0.159
C (-6.730039, -1.354410, 3.192208)  -0.222
C (-6.123555, -0.088888, 3.271822)  -0.192
C (-4.996741, 0.201109, 2.547242)  -0.206
C (-4.428272, -0.769228, 1.696683)  0.056
H (1.931103, 2.021451, -1.867703)  0.214
H (0.840415, 1.944400, -3.305449)  0.194
H (1.452304, 0.444666, -2.524154)  0.236
H (0.714015, 3.984171, -2.020578)  0.232
H (-0.140766, 5.915559, -0.756943)  0.224
H (-1.753610, 5.607592, 1.083854)  0.225
H (-2.518738, 3.306836, 1.684585)  0.237
H (-2.935780, -3.513960, -0.648870)  0.235
H (-4.954226, -3.981287, 0.682998)  0.218
H (-6.639804, -3.293336, 2.301797)  0.213
H (-7.615758, -1.568353, 3.775236)  0.218
H (-6.547157, 0.667462, 3.920143)  0.216
H (-4.535594, 1.174681, 2.626647)  0.224
O (2.962080, -1.280958, 1.508334)  -0.894
S (1.839802, -0.834347, 0.770847)  2.517
O (1.631450, -1.339725, -0.628018)  -0.971
O (1.627712, 0.652469, 0.613094)  -0.974
O (0.443247, -1.176304, 1.385868)  -0.896

Force components x, y, z for each atom (eV/Å):
V 0.497 -0.492 -0.911
C -0.101 -0.035 0.185
O -0.028 -0.030 0.326
C 0.136 -0.028 -0.034
C -0.102 0.021 0.029
C 0.052 0.002 -0.062
C -0.023 -0.041 0.021
C 0.046 0.130 -0.016
C -0.367 -0.351 0.130
N -0.005 0.624 -0.083
N -0.082 -0.391 -0.040
C -0.119 0.473 0.164
C 0.200 -0.149 -0.343
O -0.144 0.228 0.486
C -0.055 0.068 0.080
C -0.037 -0.074 -0.004
C -0.013 -0.052 -0.024
C 0.044 0.003 -0.028
C 0.013 0.057 0.016
C -0.053 -0.018 0.035
C 0.035 -0.056 -0.047
C 0.019 0.030 0.012
H 0.036 -0.016 -0.010
H 0.040 0.010 -0.021
H 0.011 -0.004 -0.050
H 0.014 0.011 0.007
H -0.007 0.002 0.005
H 0.002 -0.003 0.001
H -0.001 0.001 -0.008
H 0.025 0.013 -0.008
H 0.010 0.005 0.004
H 0.001 0.004 -0.002
H 0.004 0.005 0.002
H -0.010 -0.009 -0.002
H 0.013 -0.005 -0.012
O 0.040 -0.024 -0.038
S -0.483 0.204 -0.152
O -0.034 0.047 0.200
O 0.093 -0.122 0.044
O 0.335 -0.035 0.150

***

C5H13NO | wB97M-V/def2-TZVPD

Calculated values
**Spin multiplicity**: 2
**LUMO level (alpha / beta)**: -5.31 / -9.09 eV
**Total charge**: +1
**⟨S²⟩**: 0.760
**Kohn-Sham gap (alpha / beta)**: 9.96 / 6.18 eV

Last column: natural (NBO) charge in e.
CARTESIAN COORDINATES (ANGSTROEM)
C (-0.725315, -2.118906, 0.220747)  -0.628
C (-0.137944, -1.445674, -1.010716)  -0.400
C (-0.864683, -0.171613, -1.430042)  -0.425
C (-0.767698, 0.973889, -0.435946)  -0.273
C (1.256860, 2.233965, 0.059136)  -0.005
N (0.572716, 1.179932, 0.115532)  0.000
H (-1.585968, -2.768009, 0.011556)  0.232
H (-0.006666, -2.855432, 0.574692)  0.242
H (-1.047392, -1.446713, 1.005769)  0.192
H (0.921463, -1.177548, -0.898850)  0.204
H (-0.162952, -2.183132, -1.830629)  0.244
H (-0.545264, 0.160443, -2.439376)  0.232
H (-1.937826, -0.392228, -1.578877)  0.251
H (-1.370556, 0.736954, 0.468843)  0.261
H (-1.010247, 1.941525, -0.969502)  0.288
H (2.245100, 2.345004, 0.544488)  0.287
H (0.961864, 3.054398, -0.592358)  0.269
H (1.165965, 0.608923, 3.463537)  0.483
H (1.275234, 0.863319, 1.999601)  0.430
O (1.763311, 0.460902, 2.722394)  -0.885

Force components x, y, z for each atom (eV/Å):
C -0.014 -0.935 -0.208
C -0.174 -0.232 -0.357
C -0.492 -0.041 -1.165
C -0.584 -1.306 0.399
C 1.241 -1.311 0.385
N -0.037 2.756 -1.402
H -0.061 0.503 -0.391
H 0.206 0.289 0.494
H 0.278 0.144 0.347
H -0.013 -0.146 0.283
H 0.020 0.469 0.152
H 0.193 -0.074 0.614
H 0.287 0.165 0.312
H -0.059 0.641 -0.741
H 0.066 -0.652 0.961
H -0.500 -0.276 0.058
H -0.350 0.112 -0.036
H 0.146 -0.163 0.353
H 0.073 -0.127 0.116
O -0.227 0.186 -0.172

***

Repeat the second record exactly.
C6H8 | wB97M-V/def2-TZVPD

Calculated values
**Spin multiplicity**: 3
**LUMO level (alpha / beta)**: 1.12 / -2.20 eV
**⟨S²⟩**: 2.026
**Kohn-Sham gap (alpha / beta)**: 5.92 / 7.37 eV

Last column: natural (NBO) charge in e.
CARTESIAN COORDINATES (ANGSTROEM)
C (-0.354641, -1.367599, -0.451461)  -0.145
C (-0.717476, -0.144002, -0.171736)  0.045
C (0.806011, 0.275037, -0.017618)  -0.034
C (1.518355, 1.219281, 0.545760)  -0.395
C (1.131974, -1.249008, -0.267124)  -0.495
C (-1.886098, 0.776243, -0.105790)  -0.654
H (-0.775996, -2.291421, -0.439416)  0.175
H (2.548964, 1.136637, 0.717991)  0.203
H (0.874206, 2.007184, 0.997999)  0.195
H (1.710402, -1.785590, 0.614058)  0.217
H (1.711410, -1.624683, -1.129363)  0.221
H (-1.606112, 1.797705, 0.268209)  0.225
H (-2.718916, 0.370827, 0.497528)  0.220
H (-2.242086, 0.879390, -1.059040)  0.220

Force components x, y, z for each atom (eV/Å):
C 3.755 -8.713 -2.001
C 2.644 12.018 3.091
C -4.687 -4.837 -1.190
C -1.259 3.081 1.439
C 1.014 -0.114 0.593
C 1.074 -0.447 2.452
H -1.894 -2.280 0.034
H 1.186 0.142 0.188
H 1.167 -0.104 -0.289
H -1.657 1.073 -1.226
H -0.188 0.652 -0.067
H -0.130 -1.099 -0.233
H 0.295 0.143 -0.069
H -1.320 0.487 -2.721